Entry 1:
Density functional theory data (ωB97M-V/def2-TZVPD) for a cluster of 5 separate species, C25H66BClN5O in total.

```
99
C25H66BClN5O, DFT ωB97M-V/def2-TZVPD
C 8.07351 -6.23000 -3.99435
B 7.03715 -5.15323 -3.62943
O 7.21260 -3.97094 -3.04385
N 5.53489 -5.47357 -3.99141
Cl 4.80876 -6.37056 -2.69957
H 7.70547 -7.20949 -3.70446
H 8.14542 -6.26453 -5.08206
H 9.05312 -6.03476 -3.59136
H 7.70732 -3.32789 -3.58756
H 4.99204 -4.62995 -4.19641
H 5.52871 -6.07894 -4.81398
C -1.29833 -2.34457 -5.14792
C -0.12234 -3.25793 -5.45021
N 0.59157 -3.67836 -4.25442
C 1.85303 -4.31202 -4.53804
C 1.84870 -5.65218 -5.28979
C -0.21963 -4.30493 -3.22119
C -1.00946 -5.56678 -3.59188
H -0.97838 -1.47731 -4.56908
H -1.73506 -1.98772 -6.08032
H -2.08692 -2.85711 -4.59717
H 0.58372 -2.71041 -6.08036
H -0.47911 -4.10918 -6.05047
H 2.39167 -4.43832 -3.58755
H 2.45166 -3.59789 -5.11985
H 1.53464 -6.47752 -4.65298
H 2.86318 -5.88574 -5.63972
H 1.20730 -5.63150 -6.16853
H -0.92253 -3.55675 -2.85267
H 0.42825 -4.52027 -2.36734
H -1.50736 -5.47113 -4.55700
H -1.78332 -5.74609 -2.84504
H -0.38144 -6.45675 -3.61867
C -4.48513 0.53961 -4.72858
C -4.32693 1.87042 -4.01129
N -3.57016 1.76234 -2.77812
C -3.63758 2.95485 -1.95399
C -3.02104 4.24979 -2.49616
C -2.26088 1.14864 -2.89538
C -1.24189 1.78891 -3.84923
H -4.93108 -0.20731 -4.07086
H -5.13547 0.66083 -5.59504
H -3.52894 0.15740 -5.08978
H -5.32120 2.24437 -3.75667
H -3.89268 2.60062 -4.71319
H -3.18374 2.72332 -0.98522
H -4.69357 3.14216 -1.73877
H -1.93206 4.22854 -2.45307
H -3.34799 5.09124 -1.88254
H -3.32307 4.45903 -3.52238
H -2.40485 0.10821 -3.19943
H -1.82742 1.08891 -1.89348
H -1.69135 2.06782 -4.80303
H -0.44024 1.07751 -4.06270
H -0.77644 2.67465 -3.42004
C -0.73255 4.77741 4.59469
C -0.27980 3.91008 3.43134
N -1.37859 3.41946 2.62191
C -0.99041 2.38022 1.68759
C -0.02144 2.74165 0.55374
C -2.27566 4.43366 2.09863
C -1.67532 5.53938 1.21930
H -1.45562 4.24706 5.21526
H 0.12618 5.03099 5.21712
H -1.18001 5.71541 4.26544
H 0.24176 3.03910 3.83849
H 0.46598 4.46824 2.84184
H -1.90104 1.95690 1.25338
H -0.54582 1.56928 2.27368
H -0.50853 3.32086 -0.23094
H 0.35592 1.82780 0.08875
H 0.84053 3.30436 0.91277
H -2.78369 4.90709 2.94148
H -3.07026 3.92407 1.54743
H -0.74896 5.94290 1.62937
H -2.38107 6.36832 1.14039
H -1.47830 5.18833 0.20698
C 2.21850 2.15414 6.27473
C 1.79727 1.41555 7.53632
N 0.41768 1.66182 7.90678
C 0.08673 1.19155 9.23966
C 0.13871 -0.31705 9.51063
C -0.56432 1.39199 6.87336
C -0.63087 -0.02597 6.28820
H 2.03350 3.22475 6.37087
H 3.28512 2.00647 6.10171
H 1.69300 1.78982 5.39095
H 2.42510 1.76189 8.36089
H 2.01835 0.34303 7.40824
H -0.90802 1.56543 9.49476
H 0.76907 1.68846 9.93557
H -0.70905 -0.84116 9.07152
H 0.10231 -0.49697 10.58636
H 1.05667 -0.77087 9.13609
H -0.38679 2.08899 6.05046
H -1.55002 1.66492 7.25688
H 0.36058 -0.43316 6.08397
H -1.17658 -0.00515 5.34245
H -1.15537 -0.71850 6.94447
```

Its net charge is +1. The value obtained for the HOMO energy is -9.070 eV. For the HOMO-LUMO gap, the calculation gives 4.0 eV. As for the lowest unoccupied orbital energy: -5.0 eV. The calculation puts the strongest force on any atom at 0.0253 hartree/bohr.

=====

Entry 2:
Density functional theory data (ωB97M-V/def2-TZVPD) for a structure of composition C25H66N5O11V.

```
108
C25H66N5O11V, DFT ωB97M-V/def2-TZVPD
O 9.19117 0.19886 24.94324
V 9.14631 -1.22336 24.26400
C 7.44632 -4.35743 26.13248
C 7.23039 -2.92651 26.52292
O 7.53982 -1.86700 25.64857
H 6.88066 -4.51862 25.20362
H 7.34584 -5.19211 26.81779
H 8.45807 -4.41481 25.71198
H 7.71773 -2.84784 27.50906
H 6.19396 -2.78554 26.85706
C 10.98321 -2.25489 26.80982
O 10.63658 -1.99621 25.65032
N 12.11850 -2.91801 27.18112
N 10.22476 -1.90325 27.87202
H 12.64681 -3.41041 26.48245
H 12.16175 -3.08718 28.16483
H 10.63757 -1.89096 28.78333
H 9.26405 -1.66219 27.67188
C 4.04218 -0.24625 26.50570
C 3.77727 -1.49156 25.67731
O 4.59868 -1.46829 24.53269
H 3.22808 -0.17886 27.23371
H 3.97087 0.65315 25.89297
H 5.00328 -0.30551 27.02006
H 2.75667 -1.34814 25.31335
H 3.86757 -2.34204 26.35816
H 5.47669 -1.71744 24.86126
C 8.12528 2.52309 28.30643
C 7.30393 1.62239 27.42889
O 7.55240 0.26373 27.78960
H 7.71758 2.47040 29.32017
H 8.08257 3.58608 28.07337
H 9.14169 2.13369 28.36054
H 7.52636 1.74131 26.36258
H 6.24422 1.89750 27.44462
H 7.53943 -0.31306 27.01794
C 8.46616 3.16817 23.39944
O 7.74572 1.92892 23.58750
C 7.16130 1.35655 22.44366
C 6.75841 -0.09146 22.71721
N 7.86703 -1.08697 22.51371
C 7.23443 -2.42893 22.34066
C 8.20940 -3.56935 22.55896
O 9.20418 -3.37131 23.54568
C 10.07826 -4.51103 23.73679
H 7.65600 3.87006 23.19344
H 9.16579 3.04937 22.57187
H 8.97661 3.39991 24.32863
H 7.63384 1.60229 21.48863
H 6.17237 1.83970 22.45370
H 5.93469 -0.31227 22.03224
H 6.27716 -0.16073 23.69074
H 8.26484 -0.83821 21.61237
H 6.94222 -2.52113 21.29515
H 6.41980 -2.59776 23.04133
H 8.71986 -3.76449 21.60847
H 7.61949 -4.45052 22.82570
H 10.92690 -4.48664 23.05118
H 9.49080 -5.41595 23.60723
H 10.51562 -4.37210 24.72163
C 14.21578 -6.21070 23.43419
O 14.25415 -7.07650 24.54318
C 13.32062 -8.12011 24.42266
C 13.20794 -8.87363 25.72872
N 12.80336 -8.07727 26.92969
C 11.38888 -7.80573 27.06031
C 11.22828 -6.62493 28.04620
O 9.80324 -6.46069 28.20574
C 9.50380 -5.27196 28.95715
H 13.47890 -5.42769 23.67529
H 13.79511 -6.62432 22.51319
H 15.14070 -5.68990 23.19786
H 13.53185 -8.78423 23.57252
H 12.32297 -7.83400 24.04933
H 14.14351 -9.29842 26.09155
H 12.49182 -9.69332 25.64732
H 13.30549 -7.20964 26.75865
H 10.84848 -8.68311 27.41123
H 10.96976 -7.48169 26.09623
H 11.62792 -5.64477 27.78360
H 11.58083 -7.02841 28.99970
H 9.72579 -5.43765 30.01071
H 8.43555 -5.28596 28.73603
H 9.91099 -4.37381 28.48992
C 2.08717 -6.88774 24.55122
O 1.93433 -6.28370 25.81282
C 3.18140 -5.68606 26.21565
C 2.92525 -4.92859 27.50810
N 1.81318 -3.98120 27.30196
C 1.16641 -3.50744 28.51174
C 1.99938 -2.60028 29.39837
O 1.31565 -2.07344 30.52460
C 0.79801 -2.99911 31.44971
H 1.06561 -7.11802 24.23930
H 2.68900 -7.79817 24.59633
H 2.43659 -6.24256 23.73710
H 3.42570 -4.99810 25.39834
H 4.00085 -6.40294 26.30576
H 3.80863 -4.45016 27.92905
H 2.51902 -5.67444 28.20618
H 1.23728 -4.39850 26.58763
H 0.87225 -4.40358 29.08022
H 0.23794 -3.01124 28.22919
H 2.07426 -1.68276 28.80643
H 3.00518 -2.96225 29.62447
H 0.21730 -3.79608 30.97815
H 0.13051 -2.41421 32.08300
H 1.46690 -3.52733 32.13939
```

Its net charge is +1. The value obtained for the HOMO energy (alpha / beta) is -10.002 / -10.002 eV. For the HOMO-LUMO gap (alpha / beta), the calculation gives 5.9 / 6.2 eV. The multiplicity is 2. As for the lowest unoccupied orbital energy (alpha / beta): -4.1 / -3.8 eV. The expectation value of S² is 0.786. The calculation puts the strongest force on any atom at 0.0998 hartree/bohr.

=====

Entry 3:
Density functional theory data (ωB97M-V/def2-TZVPD) for a structure of composition C25H67N6O9Ti2.

```
109
C25H67N6O9Ti2, DFT ωB97M-V/def2-TZVPD
Ti -1.93978 2.83734 2.91241
Ti -3.07598 -0.19286 0.67923
O 1.00244 0.55289 1.50900
C -0.27517 0.41258 1.37155
O -0.68491 -0.03142 0.32048
O -1.06195 0.78125 2.21629
H 1.17852 0.12260 0.66909
C 2.08336 -1.77889 -1.71737
C 2.09177 -0.36871 -2.34954
C 1.13378 -0.29906 -3.57366
O 1.63749 -1.18705 -4.56838
C 0.69469 -1.33425 -5.65937
N 1.74275 0.53947 -1.30312
H 2.40189 -2.53456 -2.43542
H 1.10496 -2.13491 -1.39473
H 2.73330 -1.87868 -0.84804
H 3.08509 -0.13229 -2.73102
H 1.25602 0.73989 -3.87983
H 0.13959 -0.54955 -3.20362
H -0.17651 -1.83740 -5.23988
H 1.11987 -1.93869 -6.46060
H 0.32326 -0.37633 -6.02338
H 0.76134 0.47527 -1.07324
H 1.74687 1.48369 -1.66162
C -0.14614 4.35134 -3.69452
C -0.03098 4.07728 -2.18246
C -1.17340 3.12213 -1.60159
O -2.21863 3.89653 -1.05931
C -3.05732 4.38151 -2.09456
N 1.26170 3.44474 -1.92742
H -0.82078 3.62717 -4.15117
H 0.86841 4.30749 -4.09059
H -0.47533 5.36290 -3.93223
H -0.00346 5.03549 -1.66365
H -0.70034 2.52195 -0.82436
H -1.45260 2.47108 -2.43002
H -3.28138 3.63392 -2.85547
H -2.56416 5.20854 -2.60535
H -4.02915 4.72673 -1.74176
H 1.93673 4.12861 -2.23844
H 1.35051 3.30212 -0.93149
C -2.24699 -2.08228 -2.03877
C -2.93252 -0.84402 -2.52532
C -3.60205 -0.92084 -4.00114
O -4.30152 0.27379 -4.27746
C -4.86865 0.26460 -5.58610
N -3.97017 -0.47340 -1.58837
H -1.88614 -2.00959 -1.01280
H -1.33381 -2.14678 -2.63042
H -2.65850 -3.07995 -2.19178
H -2.16958 -0.06594 -2.50015
H -4.32826 -1.73142 -3.94073
H -2.80776 -1.05379 -4.73567
H -5.55744 1.10925 -5.57083
H -5.46544 -0.59011 -5.90452
H -4.15244 0.45531 -6.38533
H -4.63157 -1.23332 -1.66033
H -4.50829 0.27050 -2.00928
C 3.73091 -5.81707 4.78370
C 2.24919 -5.47891 4.45350
C 2.01857 -4.29591 3.47316
O 2.44792 -3.07749 4.04144
C 2.07235 -1.90991 3.28805
N 1.68841 -6.72338 3.87072
H 4.01251 -6.82396 5.09187
H 3.99704 -5.24647 5.67346
H 4.35542 -5.53557 3.93584
H 1.68249 -5.21333 5.34593
H 0.95461 -4.13304 3.30126
H 2.46700 -4.46289 2.49381
H 2.60860 -1.05466 3.69925
H 1.01217 -1.68060 3.39545
H 2.40674 -1.92408 2.25071
H 0.68987 -6.61594 3.76369
H 1.89743 -7.55295 4.40759
C 3.99730 2.76777 1.02249
C 2.91111 3.72811 1.35612
C 3.04435 5.21598 0.83953
O 4.30967 5.76066 1.17297
C 4.52172 7.09323 0.79874
N 1.69158 3.13771 0.86085
H 3.98698 2.53113 -0.04147
H 3.95251 1.79878 1.51963
H 4.93952 3.26583 1.25108
H 2.91916 3.78417 2.44465
H 2.27533 5.84317 1.29047
H 2.94442 5.19907 -0.24574
H 4.26630 7.23589 -0.25126
H 5.57800 7.32982 0.92676
H 3.95073 7.73570 1.46903
H 0.93156 3.68367 1.24084
H 1.59578 2.22179 1.27559
C -2.67624 -3.95600 1.96394
C -3.26405 -2.90252 2.96322
C -2.16652 -2.13269 3.63391
O -1.83903 -2.96429 4.74876
C -0.81748 -2.42583 5.53629
N -4.07310 -1.97115 2.15738
H -2.00018 -3.38727 1.32552
H -3.45312 -4.34917 1.30821
H -2.12564 -4.70555 2.53236
H -3.88038 -3.37537 3.72786
H -2.47103 -1.19173 4.09212
H -1.35695 -1.92539 2.93412
H -0.47129 -3.19438 6.22738
H -1.29229 -1.72831 6.22631
H -0.00326 -1.96676 4.97558
H -4.83293 -2.54219 1.81584
H -4.44895 -1.17958 2.65962
```

Its net charge is +1. The value obtained for the HOMO energy (alpha / beta) is -8.521 / -10.699 eV. For the HOMO-LUMO gap (alpha / beta), the calculation gives 5.4 / 7.3 eV. The multiplicity is 7. As for the lowest unoccupied orbital energy (alpha / beta): -3.2 / -3.4 eV. The relative energy (zero: lowest compared OMol25 entry of this formula, charge and spin) is 27.1 kcal/mol. The expectation value of S² is 12.002. The calculation puts the strongest force on any atom at 0.1152 hartree/bohr.

=====

Entry 4:
Density functional theory data (ωB97M-V/def2-TZVPD) for a cluster of 7 separate species, C25H68N4O7 in total.

```
104
C25H68N4O7, DFT ωB97M-V/def2-TZVPD
C -1.86029 -4.48241 -2.83128
O -3.21331 -4.26956 -2.33257
C -3.39825 -4.33965 -0.98421
C -4.60903 -3.45004 -0.58958
C -4.82242 -3.25040 0.90440
N -5.85221 -4.08153 -0.97870
H -1.80660 -4.02315 -3.81834
H -1.62014 -5.54532 -2.85680
H -1.11156 -3.98337 -2.21608
H -3.64704 -5.35070 -0.66174
H -2.57605 -4.05549 -0.32746
H -4.36682 -2.48066 -1.02516
H -4.89075 -4.19773 1.43919
H -5.69933 -2.67232 1.19587
H -3.98652 -2.72010 1.36065
H -5.79197 -4.39868 -1.93572
H -5.91200 -4.99310 -0.54792
C 2.57343 4.60710 1.61039
O 1.37870 4.15208 1.00136
C 0.50409 5.20686 0.65743
C -0.87185 4.55838 0.11733
C -0.72739 3.90179 -1.24275
N -1.90839 5.60184 0.00502
H 3.04850 5.38386 1.01119
H 3.17187 3.70049 1.70002
H 2.27483 4.91740 2.61171
H 0.29511 5.76253 1.57157
H 0.92387 5.94502 -0.02595
H -1.15582 3.81486 0.86207
H -1.63346 3.49546 -1.69222
H 0.04617 3.13629 -1.30370
H -0.34941 4.64419 -1.94565
H -2.80462 5.21214 -0.24995
H -2.11085 6.12061 0.84763
C 3.69783 -2.40051 2.40152
O 2.48014 -2.76002 3.01809
C 1.62381 -3.34969 2.12422
C 0.25112 -3.61481 2.81226
C -0.74725 -4.19831 1.74349
N -0.32981 -2.40949 3.35871
H 3.48717 -1.65148 1.63818
H 4.13862 -3.25392 1.88627
H 4.41849 -2.03335 3.13224
H 1.47694 -2.67141 1.28371
H 2.03571 -4.27549 1.72255
H 0.36412 -4.37322 3.58695
H -1.77291 -4.20434 2.11241
H -0.49938 -5.20506 1.40718
H -0.64793 -3.52259 0.89400
H 0.37183 -1.93377 3.90779
H -0.39998 -1.79974 2.55660
C 3.56742 0.21405 -3.04786
O 4.25453 -0.42916 -4.16981
C 5.35139 0.26550 -4.76599
C 6.55750 0.42774 -3.75883
C 7.81576 1.09172 -4.34926
N 6.98724 -0.88493 -3.31521
H 3.14434 -0.53816 -2.38206
H 2.74085 0.76905 -3.49153
H 4.17637 0.94571 -2.51686
H 5.66836 -0.26246 -5.66537
H 5.06102 1.20699 -5.23222
H 6.29024 0.94727 -2.83864
H 8.57972 1.20134 -3.57956
H 7.58443 2.12171 -4.62077
H 8.33817 0.54185 -5.13210
H 7.34539 -0.75238 -2.38019
H 6.08085 -1.27039 -3.09168
C 1.37882 0.52154 -0.47219
C -0.02016 0.07558 -0.13338
C -0.47077 -1.21898 -0.79397
O -0.14289 -0.17815 1.22151
H 1.50431 0.78661 -1.52200
H 2.11359 -0.25962 -0.27726
H 1.57184 1.37715 0.17493
H -0.77704 0.77885 -0.48071
H -0.55937 -1.10874 -1.87475
H -1.42549 -1.56284 -0.39600
H 0.22580 -2.04300 -0.63938
H 0.16781 0.59547 1.69751
C -1.32370 1.45643 4.22989
C -1.01864 2.64146 3.34330
C -0.89068 3.90351 4.21113
O 0.19971 2.43785 2.63616
H -1.53873 0.53137 3.69497
H -2.11216 1.70905 4.93883
H -0.50324 1.24880 4.91678
H -1.86735 2.76246 2.67013
H -0.93532 4.84403 3.66202
H 0.08714 3.94489 4.69099
H -1.67479 3.88817 4.96812
H 0.49509 3.19893 2.13108
C -3.96177 0.05169 -1.77554
C -4.51304 0.34009 -0.41272
C -3.41068 0.73349 0.55131
O -5.33611 1.49438 -0.61259
H -4.84607 -0.09688 -2.39525
H -3.42737 -0.89561 -1.84728
H -3.28348 0.83789 -2.10707
H -5.13666 -0.46048 -0.01487
H -2.78062 1.55551 0.21160
H -2.84207 -0.11865 0.92366
H -3.83585 1.23124 1.42284
H -6.09260 1.19155 -1.12016
```

Its net charge is 0. The SMILES is COC[C@H](C)N.COC[C@H](C)N.COC[C@H](C)N.COC[C@H](C)N.CC(C)O.CC(C)O.CC(C)O. The value obtained for the HOMO energy is -8.989 eV. For the HOMO-LUMO gap, the calculation gives 9.4 eV. As for the lowest unoccupied orbital energy: 0.4 eV. The relative energy (zero: lowest compared OMol25 entry of this formula, charge and spin) is 6.2 kcal/mol. The calculation puts the strongest force on any atom at 0.0531 hartree/bohr.